Entry from OMol25: a 4-piece molecular cluster, C5H18N2O4 overall at a distorted geometry (ωB97M-V/def2-TZVPD).

As for the multiplicity: 2. As for the max |F|: 1.9 eV/A. For the HOMO-LUMO gap (alpha / beta), the calculation gives 11.078 / 6.151 eV. As for the expectation value of S²: 0.780. The calculation puts the HOMO energy (alpha / beta) at -14.34 / -14.13 eV. The value obtained for the lowest unoccupied orbital energy (alpha / beta) is -3.26 / -7.98 eV. Its charge is +1. As for the calculated total energy: -16638.7266 eV.

Last columns: bonded neighbours and bond lengths (Å).
Element x y z (Å)
1 C -0.73408 -1.41563 -0.63111  O2 1.446, C3 1.517, H9 1.080, H10 1.086
2 O 0.32895 -2.37160 -0.84741  C1 1.446, H11 0.952
3 C -1.18160 -1.35645 0.81694  C1 1.517, C4 1.526, H12 1.091, H13 1.107
4 C -0.00649 -1.28061 1.78722  C3 1.526, C5 1.532, H14 1.104, H15 1.080
5 C 0.91410 -0.08056 1.54335  C4 1.532, N8 1.441, H16 1.093, H17 1.085
6 N -1.16019 2.76518 0.79398  C7 1.290, H18 1.021
7 C -0.19048 1.91795 0.71175  N6 1.290, N8 1.351, H19 1.095
8 N 0.25283 1.18257 1.75438  C5 1.441, C7 1.351, H20 1.010
9 H -1.54374 -1.63252 -1.31193  C1 1.080
10 H -0.28060 -0.47384 -0.92490  C1 1.086
11 H -0.01050 -3.26052 -0.83854  O2 0.952
12 H -1.79517 -2.23012 1.04287  C3 1.091
13 H -1.84869 -0.48041 0.92731  C3 1.107
14 H -0.38640 -1.28628 2.82326  C4 1.104
15 H 0.62053 -2.15369 1.68355  C4 1.080
16 H 1.32906 -0.09101 0.53196  C5 1.093
17 H 1.78461 -0.14002 2.18872  C5 1.085
18 H -1.58888 2.95179 1.70175  N6 1.021
19 H 0.33517 1.76716 -0.23643  C7 1.095
20 H -0.27588 1.26786 2.61115  N8 1.010
21 H 2.93873 -0.96859 -1.75342  O23 0.975
22 H 1.48835 -1.51905 -1.89148  O23 0.975
23 O 2.10614 -0.85402 -2.24861  H21 0.975, H22 0.975
24 H 1.33880 0.69203 -1.98212  O26 0.982
25 H 1.22429 2.15111 -2.46899  O26 0.952
26 O 0.96050 1.57095 -1.76244  H24 0.982, H25 0.952
27 H -1.95632 2.25826 -0.87100  O29 0.964
28 H -0.86205 1.54572 -1.67356  O29 0.960
29 O -1.80098 1.52431 -1.47626  H27 0.964, H28 0.960

---

Entry from OMol25: a 2-piece molecular cluster, C5H18N2Si3 overall at a distorted geometry (ωB97M-V/def2-TZVPD).

As for the SMILES: C[SiH2]N=[Si](C)C.C[Si](C)=N. As for the max |F|: 3.2 eV/A. For the HOMO-LUMO gap, the calculation gives 9.130 eV. The calculation puts the HOMO energy at -8.70 eV. The value obtained for the lowest unoccupied orbital energy is 0.43 eV. As for the calculated total energy: -32089.4251 eV.

Last columns: bonded neighbours and bond lengths (Å).
Element x y z (Å)
1 C -2.02837 1.53058 2.48052  Si2 1.885, H7 1.110, H8 1.087, H9 1.172
2 Si -0.26796 0.99699 2.06795  C1 1.885, N3 1.734, H10 1.456, H11 1.474
3 N -0.35749 0.22820 0.51671  Si2 1.734, Si4 1.619
4 Si -0.98096 0.33114 -0.97345  N3 1.619, C5 1.827, C6 1.915
5 C -1.87177 -1.09644 -1.68439  Si4 1.827, H12 1.061, H13 1.029, H14 1.092
6 C -1.07138 1.85012 -2.13627  Si4 1.915, H15 1.069, H16 1.111, H17 1.139
7 H -2.17990 2.62823 2.54686  C1 1.110
8 H -2.71644 1.16665 1.72166  C1 1.087
9 H -2.31941 0.93636 3.44735  C1 1.172
10 H 0.52831 2.18338 1.78837  Si2 1.456
11 H 0.14887 0.54222 3.40624  Si2 1.474
12 H -2.88914 -1.25172 -1.42692  C5 1.061
13 H -1.69545 -1.18572 -2.69467  C5 1.029
14 H -1.29340 -1.91950 -1.25939  C5 1.092
15 H -0.05556 2.15674 -2.26729  C6 1.069
16 H -1.71230 1.67120 -3.02574  C6 1.111
17 H -1.61725 2.62306 -1.50281  C6 1.139
18 C 2.74961 -0.17261 0.41606  Si19 1.915, H22 1.116, H23 1.035, H24 1.060
19 Si 1.74765 -1.34076 -0.72416  C18 1.915, C20 1.913, N21 1.650
20 C 1.05796 -2.85628 0.21683  Si19 1.913, H25 1.126, H26 1.170, H27 1.097
21 N 1.62626 -0.75573 -2.26190  Si19 1.650, H28 1.052
22 H 3.44678 -0.81968 0.99981  C18 1.116
23 H 3.41687 0.34878 -0.17885  C18 1.035
24 H 2.05916 0.52633 0.81312  C18 1.060
25 H 1.72916 -3.76069 0.21572  C20 1.126
26 H 0.81352 -2.59866 1.33115  C20 1.170
27 H 0.21208 -3.29856 -0.32424  C20 1.097
28 H 1.30118 -1.28007 -3.11447  N21 1.052

---

Entry from OMol25: a 2-piece molecular cluster, C5H18N3 overall (ωB97M-V/def2-TZVPD).

As for the multiplicity: 2. As for the max |F|: 0.6 eV/A. For the HOMO-LUMO gap (alpha / beta), the calculation gives 4.268 / 10.240 eV. As for the expectation value of S²: 0.751. The calculation puts the HOMO energy (alpha / beta) at -3.41 / -9.57 eV. The value obtained for the lowest unoccupied orbital energy (alpha / beta) is 0.86 / 0.67 eV. As for the calculated total energy: -9943.6819 eV.

Last columns: bonded neighbours and bond lengths (Å).
Element x y z (Å)
1 C -0.83255 1.29318 -2.50100  C2 1.520, N4 1.466, H5 1.097, H6 1.089
2 C -1.08179 1.58390 -1.03026  C1 1.520, N3 1.466, H7 1.094, H8 1.088
3 N -2.47924 1.97267 -0.81669  C2 1.466, H9 1.015, H10 1.016
4 N 0.51067 0.73157 -2.66956  C1 1.466, H11 1.013, H12 1.011
5 H -1.63142 0.63577 -2.86599  C1 1.097
6 H -0.90468 2.21744 -3.07201  C1 1.089
7 H -0.81344 0.67997 -0.47494  C2 1.094
8 H -0.42613 2.38706 -0.69931  C2 1.088
9 H -2.56756 2.51237 0.03818  N3 1.015
10 H -3.05628 1.15569 -0.64028  N3 1.016
11 H 0.52375 -0.23427 -2.36346  N4 1.013
12 H 0.78271 0.73858 -3.64355  N4 1.011
13 C 2.69950 -0.64567 1.67501  C14 1.521, H17 1.087, H18 1.088, H19 1.088
14 C 1.31542 -0.61880 1.04458  C13 1.521, N15 1.507, H20 1.084, H21 1.088
15 N 0.42948 -1.64379 1.70366  C14 1.507, C16 1.484, H22 1.055, H23 1.064
16 C -1.02140 -1.52798 1.41450  N15 1.484, H24 1.084, H25 1.089, H26 1.089
17 H 2.96912 -1.65828 1.96485  C13 1.087
18 H 3.43224 -0.31199 0.94264  C13 1.088
19 H 2.76620 -0.00170 2.54930  C13 1.088
20 H 0.78993 0.32319 1.15142  C14 1.084
21 H 1.36001 -0.88505 -0.00956  C14 1.088
22 H 0.54614 -1.55357 2.74832  N15 1.055
23 H 0.75831 -2.62910 1.47537  N15 1.064
24 H -1.30386 -0.48488 1.50146  C16 1.084
25 H -1.54654 -2.12061 2.16146  C16 1.089
26 H -1.21860 -1.91570 0.41584  C16 1.089

---

Entry from OMol25: a 3-piece molecular cluster, C5H18NO2 overall at a distorted geometry (ωB97M-V/def2-TZVPD).

As for the max |F|: 5.6 eV/A. For the HOMO-LUMO gap, the calculation gives 11.463 eV. The calculation puts the HOMO energy at -14.41 eV. The value obtained for the lowest unoccupied orbital energy is -2.94 eV. Its charge is +1. As for the calculated total energy: -11054.1152 eV.

Last columns: bonded neighbours and bond lengths (Å).
Element x y z (Å)
1 C -0.91685 0.30694 1.62273  C2 1.440, H7 1.024, H8 1.077, H9 1.154
2 C 0.37398 0.34207 0.98587  C1 1.440, C3 1.508, N6 1.618, H10 1.145
3 C 0.18700 1.20865 -0.23456  C2 1.508, C4 1.628, H11 1.051, H12 1.183
4 C 1.21053 1.11541 -1.49740  C3 1.628, C5 1.548, H13 1.080, H14 1.062
5 C 1.15346 2.44903 -2.28143  C4 1.548, H15 1.127, H16 1.063, H17 1.066
6 N 0.71803 -1.13076 0.41076  C2 1.618, H18 1.038, H19 1.053, H20 1.034
7 H -1.14837 -0.41024 2.31642  C1 1.024
8 H -1.03178 1.20104 2.21208  C1 1.077
9 H -1.89909 0.50995 1.05180  C1 1.154
10 H 1.08396 0.73590 1.79257  C2 1.145
11 H 0.07080 2.17054 0.17353  C3 1.051
12 H -0.90278 1.19940 -0.69349  C3 1.183
13 H 1.13586 0.36101 -2.26667  C4 1.080
14 H 2.13571 1.06095 -0.97976  C4 1.062
15 H 1.99435 2.69978 -2.98943  C5 1.127
16 H 0.80490 3.26946 -1.70261  C5 1.063
17 H 0.28209 2.37060 -2.88967  C5 1.066
18 H 0.70293 -1.84899 1.16035  N6 1.038
19 H -0.09811 -1.08852 -0.25379  N6 1.053
20 H 1.66363 -1.17594 -0.00446  N6 1.034
21 H 0.67835 -2.00318 3.48528  O23 1.009
22 H 0.28188 -3.36059 2.81496  O23 0.959
23 O 0.43601 -2.43695 2.60660  H21 1.009, H22 0.959
24 H -2.97935 -2.97792 -2.22607  O26 0.892
25 H -3.32523 -2.10350 -1.01766  O26 0.987
26 O -2.61190 -2.46417 -1.59593  H24 0.892, H25 0.987